No. 1
The following is a DFT calculation (the ωB97M-V functional and the def2-TZVPD basis) of a structure of composition C11H31N5O2Pt in a non-equilibrium geometry.

Positions of all 50 atoms, in Å:
Pt  0.13  -0.35  0.01
N  -5.00  0.60  -3.30
C  -4.37  0.30  -1.97
C  -2.82  0.30  -2.02
N  -2.24  -0.12  -0.72
H  -6.02  0.51  -3.24
H  -4.69  -0.04  -4.04
H  -4.80  1.56  -3.62
H  -4.73  -0.68  -1.66
H  -4.73  1.04  -1.26
H  -2.46  1.30  -2.25
H  -2.47  -0.39  -2.79
H  -2.59  -1.05  -0.49
H  -2.56  0.51  0.01
O  3.07  0.63  1.35
C  3.28  0.00  0.31
O  2.46  -0.34  -0.59
C  4.79  -0.50  0.11
N  5.56  -0.12  1.35
C  6.67  0.82  0.97
C  6.90  0.55  -0.51
C  5.55  0.11  -1.07
H  4.70  -1.58  0.02
H  5.93  -0.93  1.83
H  4.87  0.34  1.97
H  7.56  0.63  1.57
H  6.35  1.85  1.14
H  7.62  -0.26  -0.65
H  7.34  1.41  -1.03
H  5.65  -0.60  -1.89
H  5.03  0.97  -1.50
C  0.41  -3.80  2.94
C  -0.33  -2.90  1.94
C  -1.23  -3.64  0.96
C  0.61  -1.92  1.32
H  -0.30  -4.36  3.55
H  1.07  -3.25  3.60
H  0.98  -4.57  2.42
H  -1.00  -2.30  2.59
H  -0.78  -4.57  0.62
H  -1.45  -3.02  0.08
H  -2.17  -3.94  1.43
H  1.27  -2.47  0.62
H  1.19  -1.39  2.08
N  -0.37  2.68  -0.26
N  0.63  1.87  0.17
H  -0.15  3.21  -1.10
H  -0.81  3.24  0.46
H  0.88  2.01  1.16
H  1.48  1.92  -0.41

Computed properties:
* net charge: +4
* E_HOMO (alpha / beta): -21.392 / -21.404 eV

Atom charges from the Mulliken analysis, given in e for atoms 1 to 4: Pt 1.09; N -0.29; C -0.72; C -0.78

No. 2
The following is a DFT calculation (the ωB97M-V functional and the def2-TZVPD basis) of a structure of composition C46H49Br2F3IN2O30PS in a non-equilibrium geometry.

Positions of all 135 atoms, in Å:
C  2.57  -2.90  0.15
C  1.64  -3.37  -0.80
C  0.25  -3.64  -0.43
C  -0.78  -3.47  -1.32
O  -0.42  -3.02  -2.59
C  -0.39  -1.63  -2.79
O  -1.15  -1.18  -3.62
C  0.57  -0.68  -2.11
C  0.68  -0.43  -0.75
C  1.59  0.50  -0.31
C  2.42  1.23  -1.18
C  2.32  0.96  -2.55
C  1.40  0.02  -2.98
C  -2.16  -3.80  -0.99
C  -3.23  -3.64  -2.06
C  -3.85  -2.23  -2.30
C  -4.04  -1.29  -1.10
F  -4.26  -1.89  0.10
Br  -2.59  -0.01  -0.84
C  -5.36  -0.44  -1.39
F  -6.39  -1.29  -1.19
F  -5.32  0.09  -2.61
Br  -5.57  0.95  -0.01
C  -2.48  -4.32  0.24
P  -4.11  -4.91  0.87
O  -5.36  -4.37  -0.07
I  -4.44  -3.67  2.98
C  -1.39  -4.47  1.16
N  -1.48  -4.97  2.38
S  -0.06  -5.03  3.11
N  0.84  -4.42  1.86
C  0.01  -4.15  0.89
H  2.59  -1.84  0.42
H  3.24  -3.60  0.67
H  1.95  -3.50  -1.85
H  0.04  -0.97  -0.05
H  1.68  0.70  0.75
H  3.12  1.99  -0.89
H  2.89  1.48  -3.31
H  1.31  -0.16  -4.05
H  -4.04  -4.37  -1.98
H  -2.73  -3.91  -3.01
H  -3.32  -1.67  -3.08
H  -4.86  -2.40  -2.72
H  -5.77  -3.56  0.27
C  -8.87  -5.43  0.93
C  -9.28  -6.73  1.58
O  -8.20  -6.98  2.49
C  -7.62  -5.78  2.77
O  -6.81  -5.62  3.61
O  -8.09  -4.80  1.95
H  -9.72  -4.81  0.65
H  -8.24  -5.59  0.05
H  -10.21  -6.64  2.14
H  -9.38  -7.55  0.87
C  3.24  1.28  4.57
C  3.65  2.74  4.53
O  4.02  2.91  3.16
C  3.38  1.97  2.43
O  3.34  1.95  1.24
O  2.78  1.05  3.23
H  2.45  1.09  5.29
H  4.08  0.61  4.77
H  2.83  3.41  4.76
H  4.49  2.96  5.19
C  -8.80  -9.87  5.34
C  -8.79  -9.93  3.83
O  -9.82  -10.89  3.55
C  -10.67  -10.91  4.61
O  -11.72  -11.47  4.62
O  -10.16  -10.20  5.65
H  -8.54  -8.89  5.72
H  -8.15  -10.62  5.79
H  -9.06  -8.98  3.38
H  -7.84  -10.26  3.43
C  2.88  6.09  1.60
C  3.33  7.48  1.98
O  2.81  7.62  3.31
C  2.66  6.38  3.82
O  2.41  6.14  4.96
O  2.82  5.43  2.87
H  3.58  5.59  0.93
H  1.88  6.08  1.15
H  4.41  7.58  2.01
H  2.92  8.25  1.33
C  6.68  4.63  -2.25
C  6.73  3.40  -3.12
O  5.45  2.80  -2.90
C  4.60  3.78  -2.49
O  3.43  3.65  -2.38
O  5.28  4.93  -2.22
H  7.24  5.45  -2.66
H  7.02  4.43  -1.23
H  6.83  3.64  -4.18
H  7.53  2.72  -2.84
C  -1.58  -8.58  4.28
C  -1.67  -8.61  2.78
O  -2.76  -9.49  2.54
C  -3.54  -9.49  3.65
O  -4.62  -9.99  3.72
O  -2.93  -8.83  4.68
H  -1.24  -7.62  4.66
H  -0.94  -9.37  4.67
H  -1.91  -7.63  2.36
H  -0.76  -8.98  2.31
C  -5.82  4.33  -2.66
C  -7.25  3.93  -2.45
O  -7.76  4.99  -1.64
C  -6.97  6.08  -1.85
O  -7.22  7.17  -1.46
O  -5.87  5.76  -2.58
H  -5.43  4.01  -3.62
H  -5.16  3.96  -1.87
H  -7.81  3.90  -3.39
H  -7.34  2.97  -1.95
C  11.42  6.92  -2.49
C  10.19  6.48  -1.73
O  9.42  5.82  -2.75
C  10.29  5.42  -3.72
O  9.99  4.71  -4.62
O  11.52  5.94  -3.53
H  12.31  6.92  -1.87
H  11.30  7.91  -2.94
H  10.42  5.76  -0.94
H  9.64  7.31  -1.30
C  8.92  11.30  -5.48
C  8.47  10.06  -4.75
O  9.60  9.75  -3.93
C  10.31  10.90  -3.75
O  11.21  11.02  -2.99
O  9.85  11.89  -4.56
H  8.11  11.98  -5.71
H  9.45  11.06  -6.41
H  7.61  10.25  -4.10
H  8.23  9.24  -5.42

Computed properties:
* net charge: 0
* E_HOMO: -7.145 eV

Atom charges from the Mulliken analysis, given in e for atoms 1 to 4: C -0.81; C -0.93; C 0.95; C -0.08

No. 3
The following is a DFT calculation (the ωB97M-V functional and the def2-TZVPD basis) of a structure of composition C3H8N2O2 in a non-equilibrium geometry.

Positions of all 15 atoms, in Å:
C  2.13  -0.02  -0.61
N  -1.70  0.28  -0.43
N  -1.23  -0.10  1.06
C  0.03  -0.53  0.73
C  0.84  0.40  0.05
O  -2.82  1.09  -0.39
O  0.19  -1.84  0.53
H  -3.57  0.55  -0.69
H  -0.65  -2.27  0.72
H  -0.32  0.63  -0.71
H  -1.18  0.80  1.55
H  0.88  1.37  0.54
H  2.47  0.75  -1.31
H  2.93  -0.16  0.12
H  2.00  -0.95  -1.15

Computed properties:
* net charge: 0
* E_HOMO: -7.721 eV

Atom charges from the Mulliken analysis, given in e for atoms 1 to 4: C -1.25; N -0.37; N -0.54; C 0.22

No. 4
The following is a DFT calculation (the ωB97M-V functional and the def2-TZVPD basis) of a cluster of 2 separate species, C4H9O2P in total in a non-equilibrium geometry.

Positions of all 16 atoms, in Å:
C  -2.18  0.53  3.63
C  -1.92  0.17  2.51
C  0.42  1.46  -0.88
C  1.56  -1.16  -0.49
O  -0.08  -1.25  -2.50
O  -0.53  0.44  -0.67
P  -0.20  -1.15  -0.91
H  -2.45  0.60  4.61
H  -0.75  -1.55  -3.04
H  -1.75  -0.29  1.53
H  1.30  1.40  -0.14
H  -0.18  2.37  -0.73
H  0.96  1.68  -1.86
H  2.02  -2.10  -0.44
H  2.10  -0.44  -1.13
H  1.68  -0.71  0.53

Computed properties:
* net charge: 0
* E_HOMO: -8.994 eV
* structure (SMILES): COP(C)O.C#C

Atom charges from the Mulliken analysis, given in e for atoms 1 to 4: C -0.18; C -0.54; C -0.62; C -1.03

No. 5
The following is a DFT calculation (the ωB97M-V functional and the def2-TZVPD basis) of a cluster of 2 separate species, C2H11N3P in total in a non-equilibrium geometry.

Positions of all 17 atoms, in Å:
C  2.06  -1.03  0.04
C  0.86  -0.14  -0.01
N  3.19  -0.14  -0.16
N  -0.35  -0.59  -0.14
N  -3.49  0.47  -0.13
P  1.32  1.60  -0.09
H  1.98  -1.84  -0.70
H  2.10  -1.50  1.03
H  3.99  -0.36  0.44
H  3.52  -0.14  -1.12
H  -1.19  0.00  -0.17
H  -0.54  -1.59  -0.25
H  -4.06  -0.27  0.27
H  -3.63  1.30  0.44
H  -3.90  0.68  -1.04
H  0.08  2.08  0.35
H  2.00  1.65  1.11

Computed properties:
* net charge: +1
* multiplicity: 3
* E_HOMO (alpha / beta): -10.196 / -13.802 eV

Atom charges from the Mulliken analysis, given in e for atoms 1 to 4: C -0.30; C 0.28; N -0.50; N -0.33

No. 6
The following is a DFT calculation (the ωB97M-V functional and the def2-TZVPD basis) of the molecule C6H10 in a non-equilibrium geometry.

Positions of all 16 atoms, in Å:
C  -1.96  0.60  -0.02
C  -0.57  1.17  -0.30
C  0.64  0.30  0.00
C  1.88  0.75  -0.14
C  0.77  -2.15  0.05
C  0.36  -1.03  0.63
H  -1.99  -0.43  -0.36
H  -2.10  0.48  1.05
H  -2.72  1.21  -0.49
H  -0.56  1.47  -1.35
H  -0.36  2.10  0.23
H  2.69  0.16  0.28
H  2.12  1.65  -0.70
H  0.41  -3.14  0.28
H  1.50  -2.12  -0.75
H  -0.11  -1.01  1.61

Computed properties:
* net charge: 0
* E_HOMO: -9.008 eV
* structure (SMILES): C=CC(=C)CC

Atom charges from the Mulliken analysis, given in e for atoms 1 to 4: C -1.29; C -0.36; C 0.56; C -1.07

Total energy list, top to bottom, in Eh: -979.60283 -10633.80719 -378.90253 -649.56208 -588.02899 -234.55106